{
  "formula": "C4H12",
  "method": "ωB97M-V/def2-TZVPD",
  "elements": ["C", "H", "H", "H", "C", "H", "H", "C", "H", "H", "H", "C", "H", "H", "H", "H"],
  "positions_angstrom": [[1.94971, -0.90317, 0.60733], [2.73013, -1.38647, 0.02748], [0.64253, -1.43153, 2.32271], [-0.78537, 2.59027, -1.50869], [-1.56451, 1.86704, -1.73643], [2.44019, -0.03623, 1.05175], [2.24261, -2.04744, 2.40337], [1.42378, -1.83554, 1.68980], [1.28765, -2.83613, 1.27581], [-2.79658, 0.29154, -0.66812], [-2.45473, 2.44075, -2.01172], [-1.89800, 0.89113, -0.61906], [-1.25955, 1.35296, -2.65195], [-2.06124, 1.45008, 0.31341], [-0.99972, 0.30267, -0.44164], [1.10312, -0.70994, -0.05403]],
  "energy_ev": -4342.1737,
  "de_lowest_ev": 0.355,
  "gap_ha": 0.46702,
  "lumo_energy_ev": 1.1
}

{
  "formula": "C4H12",
  "method": "ωB97M-V/def2-TZVPD",
  "elements": ["C", "H", "H", "H", "H", "H", "H", "C", "H", "H", "C", "H", "H", "H", "H", "C"],
  "positions_angstrom": [[-1.28439, -1.45197, 0.91755], [1.30810, 0.54367, -0.65271], [-0.13531, -2.94374, 2.03635], [-0.92213, 1.90686, -0.92367], [-1.03434, -0.53542, 0.39409], [-1.91101, -2.12801, 0.33264], [1.30784, 2.10277, 0.28251], [-0.00600, 1.96421, -1.51188], [-1.88297, -1.31960, 1.82787], [0.59075, -2.50716, 0.41487], [0.03776, -2.16708, 1.29799], [-0.01772, 3.01410, -1.82070], [-0.10254, 1.36422, -2.42026], [2.12505, 1.94138, -1.22691], [0.69836, -1.40986, 1.73752], [1.22853, 1.62563, -0.68525]],
  "energy_ev": -4342.3052,
  "de_lowest_ev": 0.223,
  "gap_ha": 0.46948,
  "lumo_energy_ev": 1.1
}

{
  "formula": "C4H12",
  "method": "ωB97M-V/def2-TZVPD",
  "elements": ["H", "H", "H", "H", "C", "H", "H", "H", "H", "H", "H", "H", "C", "H", "C", "C"],
  "positions_angstrom": [[-1.87033, -0.33558, -0.61973], [-2.89318, 1.12940, -0.68384], [1.15461, -2.03863, -1.17404], [2.19749, 0.48711, 0.29096], [1.71257, -0.49265, 0.29594], [-1.13874, 0.69165, 1.70878], [2.77778, -1.63562, -1.16578], [2.11418, -0.96863, 1.19291], [0.64372, -0.37120, 0.48740], [-0.10546, 1.20305, 0.39861], [-3.04146, 0.09300, 0.62747], [-1.42770, 2.21174, 0.89087], [1.80198, -1.14969, -1.06792], [1.48171, -0.49300, -1.86849], [-2.28197, 0.49211, -0.04021], [-1.12519, 1.17695, 0.72706]],
  "energy_ev": -4341.8494,
  "de_lowest_ev": 0.679,
  "gap_ha": 0.45404,
  "lumo_energy_ev": 1.1
}

{
  "formula": "C4H12",
  "method": "ωB97M-V/def2-TZVPD",
  "elements": ["H", "C", "C", "H", "H", "H", "H", "C", "H", "H", "H", "H", "C", "H", "H", "H"],
  "positions_angstrom": [[0.03893, -2.06303, -0.10318], [0.47889, -2.42685, -0.96337], [-1.34410, 2.56069, 0.43146], [-1.91448, 1.20018, 2.21253], [-0.70023, 2.42268, 2.48237], [2.64785, -2.68050, -0.78601], [-0.28388, 1.07957, 1.45421], [-1.00070, 1.81246, 1.64111], [-2.28773, 2.35686, 0.12693], [0.27145, -3.54337, -0.76437], [2.11889, -0.95185, -0.71801], [-1.14314, 3.59027, 0.51743], [1.84793, -1.98743, -1.10390], [-0.62694, 2.30688, -0.32679], [1.96320, -1.77864, -2.21049], [-0.06595, -1.89791, -1.88993]],
  "energy_ev": -4340.8479,
  "de_lowest_ev": 1.680,
  "gap_ha": 0.44486,
  "lumo_energy_ev": 1.0
}

{
  "formula": "C4H12",
  "method": "ωB97M-V/def2-TZVPD",
  "elements": ["H", "H", "H", "H", "C", "C", "H", "H", "H", "H", "C", "H", "H", "H", "H", "C"],
  "positions_angstrom": [[-3.10353, 1.60839, -0.22665], [1.78272, 0.68472, -1.09949], [-1.14926, -0.57608, 0.70281], [2.61039, -0.25737, 1.22841], [-1.66623, -0.01232, -0.06970], [2.01549, -0.77011, 0.49887], [-0.90224, 0.43457, -0.70535], [3.26306, -0.35050, -1.20829], [-3.22601, 0.71025, 1.27516], [2.21280, -1.83729, 0.59209], [2.21118, -0.30876, -0.93898], [0.97040, -0.68134, 0.79082], [1.60447, -0.90079, -1.62938], [-2.25020, -0.70512, -0.67525], [-1.85134, 1.86663, 0.92228], [-2.52170, 1.09513, 0.54265]],
  "energy_ev": -4342.4001,
  "de_lowest_ev": 0.128,
  "gap_ha": 0.47132,
  "lumo_energy_ev": 1.2
}

{
  "formula": "C4H12",
  "method": "ωB97M-V/def2-TZVPD",
  "elements": ["H", "H", "H", "C", "H", "C", "H", "H", "H", "H", "C", "H", "H", "C", "H", "H"],
  "positions_angstrom": [[-1.26862, -0.05370, -1.51505], [-1.20737, 0.58464, 1.65777], [1.67912, 1.31556, 2.50024], [0.51860, -1.32783, -1.90501], [0.32894, 2.47401, 2.47194], [0.73757, 1.56933, 2.02128], [-1.52658, -1.29924, -2.72660], [0.87876, -1.19028, -0.89085], [1.19342, -1.27351, -2.74903], [-0.50348, 0.38218, 3.31108], [-0.28712, 0.47124, 2.24849], [0.23263, -2.38945, -1.81966], [-0.73171, 0.04805, -3.18271], [-0.78254, -0.61728, -2.30926], [0.82261, 1.85744, 0.97231], [-0.08423, -0.55115, 1.91506]],
  "energy_ev": -4341.9035,
  "de_lowest_ev": 0.625,
  "gap_ha": 0.45611,
  "lumo_energy_ev": 1.1
}

{
  "formula": "C4H12",
  "method": "ωB97M-V/def2-TZVPD",
  "elements": ["H", "H", "H", "C", "H", "H", "H", "C", "H", "H", "H", "C", "C", "H", "H", "H"],
  "positions_angstrom": [[-0.70984, -0.63798, 1.54379], [1.31861, 0.43354, -1.69587], [-1.20403, -2.06152, -0.81661], [-1.80720, -1.42255, -0.16899], [0.39080, 1.91230, -1.49517], [-2.12689, -1.49219, 1.96069], [2.81423, 2.33149, -0.81881], [0.97668, 1.16787, -0.96111], [-0.69479, -2.44504, 1.44055], [2.67578, 0.97408, 0.32756], [1.75168, 2.48311, 0.56795], [-1.26766, -1.53518, 1.28740], [2.13359, 1.77440, -0.16671], [-2.84330, -1.75563, -0.18621], [-1.70835, -0.40865, -0.55789], [0.30070, 0.68195, -0.26056]],
  "energy_ev": -4342.3599,
  "de_lowest_ev": 0.168,
  "gap_ha": 0.47979,
  "lumo_energy_ev": 1.1
}

{
  "formula": "C4H12",
  "method": "ωB97M-V/def2-TZVPD",
  "elements": ["H", "H", "H", "H", "H", "H", "C", "H", "C", "H", "H", "H", "C", "C", "H", "H"],
  "positions_angstrom": [[1.24679, -1.93132, 1.26315], [0.56680, 0.28906, 1.02843], [-1.16204, 0.63157, -3.18984], [-1.04123, -0.26727, 1.53812], [1.27952, -1.53311, 2.99092], [0.13618, 0.48682, 2.65141], [0.38914, 1.10338, -1.80967], [-1.79052, 1.36597, -1.70406], [0.00525, -0.20532, 1.81772], [0.64926, 2.03846, -2.30571], [-0.12436, -2.31147, 2.27727], [-1.25175, -0.31993, -1.70034], [0.65693, -1.57072, 2.10028], [-1.05662, 0.67106, -2.10569], [0.48994, 1.29926, -0.74413], [1.06441, 0.31228, -2.12368]],
  "energy_ev": -4342.3436,
  "de_lowest_ev": 0.185,
  "gap_ha": 0.46798,
  "lumo_energy_ev": 1.2
}

{
  "formula": "C4H12",
  "method": "ωB97M-V/def2-TZVPD",
  "elements": ["H", "H", "H", "H", "H", "H", "H", "H", "C", "C", "H", "H", "C", "H", "C", "H"],
  "positions_angstrom": [[-0.08361, 2.92448, -1.20095], [1.07813, -1.38273, -1.06064], [1.23904, -1.07454, 0.71827], [-1.82418, 3.22546, -0.71403], [-0.68367, -2.77669, 0.41440], [0.68335, -3.52249, 1.04528], [-0.54584, 3.91915, 0.22928], [0.25002, -3.51438, -0.77921], [-0.81394, 3.02888, -0.43942], [-0.80688, 1.70516, 0.35883], [0.15354, 1.23987, 0.22804], [2.31659, -2.06918, -0.15150], [1.27016, -1.74831, -0.09999], [-0.94798, 1.89599, 1.39645], [0.32979, -2.96937, 0.15194], [-1.61452, 1.11870, -0.09677]],
  "energy_ev": -4341.8953,
  "de_lowest_ev": 0.633,
  "gap_ha": 0.46305,
  "lumo_energy_ev": 1.2
}

{
  "formula": "C4H12",
  "method": "ωB97M-V/def2-TZVPD",
  "elements": ["H", "H", "H", "C", "H", "H", "H", "C", "H", "H", "H", "H", "C", "H", "C", "H"],
  "positions_angstrom": [[0.57534, -0.36967, 1.20912], [-2.11405, 0.06988, 0.05039], [1.32399, 1.53761, -0.19474], [1.45021, 1.58431, 0.89488], [-0.17571, -1.09165, -0.40331], [0.64700, 2.20358, 1.27872], [-2.85944, -1.36397, -0.77059], [-2.17286, -0.51900, -0.87095], [-0.86378, -2.14585, -1.64323], [2.44294, 2.05268, 0.95561], [2.28092, -0.39607, 0.73053], [-2.68689, 0.07346, -1.64142], [-0.82323, -1.12367, -1.27661], [-0.29773, -0.51339, -2.02272], [1.54828, 0.14156, 1.33064], [1.72500, -0.13981, 2.37368]],
  "energy_ev": -4342.0891,
  "de_lowest_ev": 0.439,
  "gap_ha": 0.45708,
  "lumo_energy_ev": 1.2
}

{
  "formula": "C4H12",
  "method": "ωB97M-V/def2-TZVPD",
  "elements": ["H", "C", "H", "H", "H", "H", "H", "H", "H", "C", "C", "H", "H", "H", "C", "H"],
  "positions_angstrom": [[1.76823, -0.15017, -2.14558], [-0.46701, 0.26554, 2.15181], [1.08066, -1.15529, -3.34040], [-0.84861, -1.95774, -1.86305], [-0.20538, -0.69444, -0.64554], [-1.36792, 2.19398, 1.63236], [0.10198, 2.34208, 2.51299], [0.43324, -0.22839, 1.78752], [-1.29939, -0.39978, 2.00414], [-0.31787, -1.02054, -1.67574], [1.12038, -1.01776, -2.25224], [0.13357, 1.98483, 0.81841], [-0.27232, 0.32979, 3.22021], [-0.96798, -0.31128, -2.20974], [-0.37932, 1.73724, 1.73490], [1.48773, -1.91808, -1.73004]],
  "energy_ev": -4341.8402,
  "de_lowest_ev": 0.688,
  "gap_ha": 0.46334,
  "lumo_energy_ev": 1.1
}

{
  "formula": "C4H12",
  "method": "ωB97M-V/def2-TZVPD",
  "elements": ["C", "H", "H", "H", "H", "H", "H", "C", "H", "H", "C", "H", "H", "C", "H", "H"],
  "positions_angstrom": [[-2.18265, 0.30131, 0.85759], [1.58981, -2.52385, -0.81903], [0.82252, -0.36688, -1.50111], [-1.62384, -0.15417, 1.67714], [-3.26388, 0.29689, 1.02762], [2.50003, -0.29107, -1.95598], [-2.31833, 2.52200, 0.93039], [2.04193, -1.67541, -0.31568], [-1.60816, 1.85581, -0.52524], [1.65194, -1.59855, 0.69530], [-1.66977, 1.72622, 0.55743], [1.97141, 0.47185, -0.42149], [3.09952, -1.89335, -0.19623], [1.83505, -0.35971, -1.09912], [-2.01298, -0.32091, -0.02363], [-0.66514, 1.86480, 0.96089]],
  "energy_ev": -4342.3526,
  "de_lowest_ev": 0.176,
  "gap_ha": 0.47482,
  "lumo_energy_ev": 1.1
}

{
  "formula": "C4H12",
  "method": "ωB97M-V/def2-TZVPD",
  "elements": ["H", "H", "H", "C", "H", "H", "H", "H", "H", "C", "H", "H", "C", "H", "C", "H"],
  "positions_angstrom": [[-1.57855, -0.47669, -2.56613], [-1.45714, -0.10058, 0.15745], [-2.51468, 1.35054, -0.46081], [-1.36525, 0.38468, -1.92460], [-1.54962, 1.18057, -2.60485], [2.83012, -1.43856, 1.21131], [-0.29711, 0.31123, -1.72824], [0.70912, 0.70615, 1.41284], [2.01098, 0.95195, 0.33246], [2.06569, -0.85387, 1.72746], [-2.97655, -0.31213, -0.64176], [1.31110, -1.58549, 2.00097], [1.42174, 0.15611, 0.78424], [0.74051, -0.27230, 0.05997], [-2.11083, 0.34819, -0.58176], [2.51769, -0.37986, 2.59391]],
  "energy_ev": -4342.0249,
  "de_lowest_ev": 0.503,
  "gap_ha": 0.46458,
  "lumo_energy_ev": 1.2
}

{
  "formula": "C4H12",
  "method": "ωB97M-V/def2-TZVPD",
  "elements": ["H", "H", "C", "C", "C", "H", "H", "C", "H", "H", "H", "H", "H", "H", "H", "H"],
  "positions_angstrom": [[2.13196, -1.07036, 1.66575], [-0.06211, 0.88795, 0.82373], [-1.16955, -0.94445, -1.46966], [1.13111, -0.66061, 1.70416], [-0.98125, 0.67447, -1.47613], [0.94488, -0.49910, 2.76020], [-2.20814, -1.06289, -1.84674], [1.00089, 0.73025, 1.10313], [-0.77432, -1.24359, -0.49764], [-1.82684, 1.18605, -1.21869], [-0.46805, 0.97627, -0.62581], [1.27766, 1.44312, 1.97948], [0.33972, -1.25151, 1.37819], [-0.48630, -1.25580, -2.32970], [-0.57907, 1.10136, -2.34400], [1.72943, 0.98884, 0.39372]],
  "energy_ev": -4340.8738,
  "de_lowest_ev": 1.655,
  "gap_ha": 0.44954,
  "lumo_energy_ev": 1.2
}

{
  "formula": "C4H12",
  "method": "ωB97M-V/def2-TZVPD",
  "elements": ["H", "C", "H", "H", "H", "H", "H", "H", "H", "C", "H", "H", "C", "H", "C", "H"],
  "positions_angstrom": [[-0.19542, 1.29553, 2.10416], [1.19910, -2.71153, -0.91925], [-2.06715, 1.61744, 0.59741], [0.67404, 2.72607, 1.48832], [0.46848, -0.78718, -0.25420], [1.28761, -3.11098, -1.92715], [-0.18309, -1.27996, -1.83842], [-0.75500, -2.04237, -0.34125], [1.26641, -3.47094, -0.14387], [-0.03158, 1.93862, 1.23803], [0.48500, 1.25315, 0.55468], [2.17610, -2.22939, -0.75069], [-1.30916, 2.38966, 0.52967], [-1.09251, 2.59363, -0.51392], [0.11175, -1.61930, -0.85279], [-1.66874, 3.28152, 1.04470]],
  "energy_ev": -4342.1665,
  "de_lowest_ev": 0.362,
  "gap_ha": 0.46413,
  "lumo_energy_ev": 1.2
}